Molecular formula: C42H38FeN3OS3Se4
Method: DFT, the ωB97M-V functional and the def2-TZVPD basis

Output
relative energy (zero: lowest compared OMol25 entry of this formula, charge and spin) = 2.282 eV
orbital gap (spin up / spin down) = 6.260 / 5.649 eV

Geometry as ORCA input:
```
! wB97M-V def2-TZVPD RIJCOSX def2/J DEFGRID3
* xyz 0 6
Fe 0.33244 0.04665 -0.58483
N -0.49017 -1.72631 -1.16981
C -1.86569 -1.77443 -0.76032
C -2.31730 -2.76459 0.09352
C -3.64192 -2.76794 0.50504
C -4.50579 -1.78042 0.05679
C -4.04107 -0.78839 -0.79609
C -2.71360 -0.76497 -1.21618
C -2.19024 0.29955 -2.11437
C -2.98642 0.76838 -3.16340
C -2.54195 1.77786 -4.00237
C -1.28825 2.33854 -3.80297
C -0.48076 1.87191 -2.77155
C -0.91521 0.84983 -1.93208
H 0.08589 -2.48056 -0.79733
H -0.38578 -1.72033 -2.18448
H -1.62827 -3.52676 0.43856
H -3.99490 -3.53973 1.17687
H -5.53833 -1.77377 0.38137
H -4.70794 0.00003 -1.12150
H -3.95992 0.32038 -3.33061
H -3.17339 2.12523 -4.81102
H -0.93550 3.13481 -4.44783
H 0.50305 2.30485 -2.62634
S 0.05956 2.03261 0.38748
C 0.38260 1.77835 2.08276
N 0.32593 2.83268 2.93147
C 0.36185 2.58108 4.36148
C 1.37235 1.50557 4.66069
N 1.10056 0.33029 3.85252
C 1.45790 -0.94898 4.44789
C 0.44826 -1.37088 5.49251
C 0.82575 -1.58022 6.81212
C -0.11480 -1.95732 7.76565
C -1.44195 -2.12178 7.40143
C -1.82700 -1.91114 6.08109
C -0.88791 -1.53799 5.13199
C 0.68358 0.48452 2.57224
S 0.57798 -0.88602 1.54214
C 0.04499 4.20198 2.52352
C 1.23736 5.09423 2.78756
C 1.13766 6.21222 3.60484
C 2.24928 7.01468 3.83954
C 3.46838 6.69630 3.26045
C 3.57458 5.57500 2.44381
C 2.46514 4.77881 2.20877
H -0.63049 2.28137 4.71813
H 0.65191 3.50329 4.86516
H 1.30879 1.22380 5.71227
H 2.38405 1.87638 4.45896
H 2.45215 -0.85604 4.89166
H 1.52509 -1.69043 3.65531
H 1.86435 -1.45102 7.09708
H 0.19179 -2.11792 8.79128
H -2.17630 -2.41339 8.14129
H -2.86202 -2.04172 5.79161
H -1.18554 -1.37695 4.10075
H -0.83095 4.56575 3.06666
H -0.20138 4.20469 1.46498
H 0.18468 6.45974 4.06010
H 2.16123 7.88411 4.47849
H 4.33533 7.31743 3.44414
H 4.52425 5.32294 1.98940
H 2.54486 3.90133 1.57402
Se 3.68249 0.89886 0.90565
Se 4.37553 -0.83915 2.05025
Se 2.92056 -2.30942 -0.97281
Se 2.81835 -0.03695 -1.20933
O 0.96025 -0.70364 -3.49409
S 1.60156 -1.77365 -4.31555
C 1.07450 -1.41533 -5.99154
C 1.57937 -2.15211 -7.05239
C 1.16074 -1.84995 -8.33579
C 0.25510 -0.81385 -8.55038
C -0.23048 -0.07533 -7.47971
C 0.18243 -0.37213 -6.18493
C 0.59550 -3.23698 -4.05847
C -0.78131 -3.16290 -4.23694
C -1.56364 -4.25335 -3.89349
C -0.96515 -5.40627 -3.38761
C 0.41033 -5.46857 -3.22031
C 1.20083 -4.37236 -3.54900
H 2.28813 -2.95425 -6.87617
H 1.54362 -2.41778 -9.17410
H -0.06547 -0.57955 -9.55710
H -0.92919 0.73415 -7.64770
H -0.17001 0.19150 -5.32453
H -1.22915 -2.25240 -4.62356
H -2.63815 -4.20721 -4.01710
H -1.57995 -6.25543 -3.11825
H 0.86946 -6.36160 -2.81668
H 2.27089 -4.38148 -3.38074
*
```

***

Molecular formula: C42H39BCrO6S
Method: DFT, the ωB97M-V functional and the def2-TZVPD basis

Output
relative energy (zero: lowest compared OMol25 entry of this formula, charge and spin) = 1.845 eV
orbital gap (spin up / spin down) = 5.282 / 4.858 eV

Geometry as ORCA input:
```
! wB97M-V def2-TZVPD RIJCOSX def2/J DEFGRID3
* xyz 3 4
C -1.49451 -5.41785 -4.41763
O -2.26947 -4.26692 -3.98027
C -2.02037 -3.78061 -2.72733
C -2.79433 -2.67406 -2.29153
C -2.55422 -2.11984 -1.03911
C -1.61097 -2.67277 -0.17842
B -1.48575 -2.08595 1.34941
C -2.48384 -3.04232 2.22559
C -2.09853 -4.17097 2.91826
C -3.14999 -4.67161 3.75924
C -4.30788 -3.91792 3.70797
C -5.56864 -4.18847 4.43726
S -4.10446 -2.56017 2.62041
O -0.27397 -2.40200 2.05594
C 0.20144 -1.13950 2.46842
C 1.05383 -1.26614 3.72385
C 1.04127 -0.60544 1.33510
C -1.14524 -0.26058 2.61262
C -1.78463 -0.49678 3.97200
C -1.00018 1.22886 2.35560
O -1.95950 -0.76687 1.55460
C -0.86059 -3.76632 -0.58889
C -1.06558 -4.34773 -1.84571
H -1.81205 -5.57593 -5.45076
H -0.41164 -5.20481 -4.38017
H -1.72383 -6.30983 -3.80874
H -3.58587 -2.29191 -2.93327
H -3.14034 -1.26506 -0.71001
H -1.12257 -4.63965 2.85850
H -3.04807 -5.54909 4.39340
H -5.46657 -5.11093 5.01401
H -5.80112 -3.36853 5.12483
H -6.38964 -4.30896 3.72355
H 1.41031 -0.26902 4.01393
H 0.51524 -1.71359 4.56604
H 1.92805 -1.89172 3.51032
H 1.47072 0.36978 1.56838
H 1.86273 -1.29437 1.11244
H 0.44540 -0.51212 0.41699
H -1.17897 -0.00276 4.74406
H -2.78912 -0.06293 4.00072
H -1.86076 -1.56317 4.21308
H -0.25049 1.64975 3.03710
H -0.71522 1.43214 1.31873
H -1.96940 1.70539 2.54096
H -0.12510 -4.21977 0.07943
H -0.51742 -5.25405 -2.12700
O 2.83006 7.71958 -3.16360
C 2.03067 7.06629 -2.62568
Cr 0.70681 5.89605 -1.91471
C 1.57423 4.48624 -2.81269
O 2.10559 3.61590 -3.37563
C -0.22742 6.19234 -3.54636
O -0.67735 6.35030 -4.60757
C -0.19605 7.22957 -0.47797
C 1.03713 6.81014 0.04532
C 1.36490 5.45234 0.05882
C 0.40058 4.46847 -0.25068
C 0.76042 3.05786 -0.22844
C 1.29225 2.01159 -0.60748
C 1.99454 0.83688 -0.91950
C 1.47639 0.00669 -1.99311
C 0.18845 0.33915 -2.49101
C -0.21974 -0.09768 -3.74487
C 0.60850 -0.94978 -4.48682
C 1.78420 -1.44638 -3.91058
C 2.16220 -1.06192 -2.62210
C 3.35487 0.77648 -0.34694
C 3.58535 1.47262 0.87332
C 4.77648 1.32060 1.58091
C 5.78551 0.49941 1.06822
C 5.62491 -0.07184 -0.20024
C 4.46918 0.15441 -0.95010
C -0.81258 4.90580 -0.81888
C -1.14908 6.26697 -0.84043
H -0.39768 8.29815 -0.61655
H 1.76157 7.54252 0.40315
H 2.37211 5.11639 0.31610
H -0.46325 0.97656 -1.88906
H -1.17979 0.23557 -4.14284
H 0.30071 -1.26946 -5.48683
H 2.40765 -2.14599 -4.47181
H 2.95599 -1.58065 -2.08708
H 2.80785 2.12832 1.26614
H 4.90762 1.83373 2.53176
H 6.68147 0.30455 1.66543
H 6.42028 -0.70216 -0.60182
H 4.42563 -0.12869 -2.00187
H -1.48081 4.15406 -1.24639
H -2.13855 6.57211 -1.18343
*
```

***

Molecular formula: C42H39F16N4OPPbTe
Method: DFT, the ωB97M-V functional and the def2-TZVPD basis

Output
relative energy (zero: lowest compared OMol25 entry of this formula, charge and spin) = 0.000 eV
orbital gap = 6.839 eV

Geometry as ORCA input:
```
! wB97M-V def2-TZVPD RIJCOSX def2/J DEFGRID3
* xyz 0 1
Pb -1.84517 1.15253 2.43072
C -3.41110 0.71886 5.40444
N -2.11169 0.71553 4.75714
C -1.22084 1.73398 5.27840
C -1.73553 3.20847 5.02430
N -2.29165 3.30651 3.69486
C -2.97885 4.48652 3.28678
C -3.95757 4.39906 2.24215
F -4.35540 3.14447 1.82329
C -4.66254 5.53480 1.72471
F -5.63643 5.43258 0.78471
C -4.47907 6.78560 2.37244
F -5.06678 7.90337 1.89415
C -3.46732 6.91328 3.28357
F -3.05535 8.16424 3.58087
C -2.85931 5.78513 3.77340
F -1.91093 5.93084 4.72054
C -1.61097 -0.63046 4.53244
C -2.49120 -1.56181 3.71485
N -2.76531 -0.94403 2.45080
C -3.65413 -1.54647 1.61575
C -4.32608 -0.75591 0.68830
F -3.78277 0.47486 0.46972
C -5.26461 -1.29800 -0.26975
F -5.92518 -0.64369 -1.25541
C -5.65292 -2.62233 -0.04940
F -6.52870 -3.19378 -0.82317
C -4.96541 -3.46978 0.88056
F -5.33538 -4.75763 0.88793
C -4.04853 -2.90909 1.73310
F -3.42287 -3.82917 2.54663
H -4.07879 0.45553 4.61379
H -3.37818 -0.10366 6.11333
H -3.61722 1.68954 5.59823
H -1.08051 1.70412 6.40249
H -0.23200 1.40017 4.84677
H -2.46177 3.24165 5.85911
H -0.91803 3.80995 5.46771
H -0.61005 -0.48767 4.15912
H -1.37106 -1.04545 5.53244
H -2.05986 -2.54194 3.64549
H -3.39543 -1.76651 4.33698
F 8.95490 0.00700 4.35082
P -5.76742 4.78689 -7.69008
F -7.15673 4.74755 -6.93522
F -5.15518 3.33392 -7.83506
F -6.45846 4.62826 -9.07573
F -5.06890 4.88602 -6.05737
F -4.92315 5.95001 -8.29504
H 2.38865 1.06318 -1.96377
C 4.16105 -7.67518 -1.06312
C 3.30095 -6.78206 -1.89436
C 3.75380 -5.51941 -2.25371
C 2.94812 -4.61736 -2.91982
C 3.64544 -3.38765 -3.36253
C 1.63743 -4.99222 -3.17648
Te 0.40278 -3.51193 -4.26059
N 7.85088 4.58029 0.03194
C 8.98394 4.38131 -0.29660
O 10.08888 4.15544 -0.73022
C 6.60086 4.41079 -0.49184
C 5.60414 5.39722 -0.55952
C 4.33969 5.18509 -1.09409
C 3.93223 3.86749 -1.41749
C 4.82567 2.86573 -1.15456
C 6.11238 3.09863 -0.63959
C 0.62790 -1.99684 -2.66453
C 0.42175 -2.27106 -1.35581
C -0.14918 -3.54829 -0.88680
C 0.90323 -1.32991 -0.26581
C 1.31980 -0.09864 -0.52800
C 1.85014 0.84679 0.52943
C 1.47456 0.40522 -1.96616
C 1.14747 -0.63703 -3.12615
C 1.38096 -0.33067 -4.40996
C 1.13343 -6.26885 -2.87826
C -0.25456 -6.83582 -3.19240
C 2.01448 -7.06066 -2.17984
H 3.61130 -8.20924 -0.27824
H 4.95118 -7.15483 -0.60183
H 4.53189 -8.55321 -1.66205
H 4.69913 -5.16855 -1.86090
H 3.02797 -2.46359 -3.38504
H 3.96669 -3.45391 -4.41662
H 4.53280 -3.23757 -2.73737
H 5.79014 6.43839 -0.56390
H 3.57504 5.87191 -1.04949
H 2.94369 3.77909 -1.78728
H 4.60690 1.88218 -1.22461
H 6.75029 2.22444 -0.59232
H -1.01518 -3.95727 -1.51685
H -0.72469 -3.19605 -0.00896
H 0.39524 -4.47246 -0.63881
H 0.58860 -1.58180 0.74601
H 1.47998 0.72504 1.58641
H 1.62903 1.84325 0.26505
H 2.96739 0.87777 0.52961
H 0.65737 1.10980 -2.03469
H 1.65991 0.58295 -4.80824
H 1.38165 -1.09987 -5.15292
H 9.36014 0.49234 5.09645
H -0.29397 -7.03338 -4.29647
H -1.15761 -6.10606 -3.11293
H -0.36444 -7.84765 -2.73780
H 1.60015 -8.00918 -1.82218
*
```

***

Molecular formula: C42H39F6N3
Method: DFT, the ωB97M-V functional and the def2-TZVPD basis

Output
relative energy (zero: lowest compared OMol25 entry of this formula, charge and spin) = 0.433 eV
SMILES string = Fc1ccccc1.Fc1ccccc1.Fc1ccccc1.Fc1ccccc1.Fc1ccccc1.Fc1ccccc1.CC#N.CC#N.CC#N
orbital gap = 9.444 eV

Geometry as ORCA input:
```
! wB97M-V def2-TZVPD RIJCOSX def2/J DEFGRID3
* xyz 0 1
F 2.09771 -7.59013 1.65678
C 2.12150 -6.22690 1.71898
C 1.10876 -5.51722 1.19517
C 1.11304 -4.14162 1.10095
C 2.13429 -3.44134 1.56116
C 3.31106 -4.15449 2.09613
C 3.25086 -5.56118 2.16931
H 0.24296 -6.10107 0.91962
H 0.25108 -3.73142 0.59580
H 2.02488 -2.36698 1.54772
H 4.20531 -3.56925 2.25170
H 4.07770 -6.15535 2.52944
F 2.49032 0.31852 2.44309
C 3.41699 0.92983 1.76745
C 4.48032 1.49780 2.44379
C 5.60325 2.02605 1.74763
C 5.46679 2.18460 0.31303
C 4.26914 1.68397 -0.28377
C 3.29837 0.97666 0.37812
H 4.60974 1.41237 3.51261
H 6.49963 2.38793 2.22923
H 6.17653 2.53834 -0.42015
H 4.16783 1.61927 -1.35706
H 2.52439 0.44236 -0.15279
F -3.34407 6.73236 3.42537
C -3.37785 5.53271 2.77317
C -4.49523 5.13971 2.15837
C -4.57949 4.00334 1.37438
C -3.43332 3.14962 1.38285
C -2.28308 3.52694 1.93797
C -2.24090 4.73569 2.64311
H -5.38226 5.74564 2.26986
H -5.51403 3.75627 0.89271
H -3.32866 2.20286 0.87384
H -1.32618 3.05549 1.76921
H -1.26240 4.93473 3.05458
F -0.82001 4.27351 -0.66238
C 0.38448 4.37385 -1.30358
C 1.15364 5.57328 -1.40559
C 2.29519 5.57175 -2.20317
C 2.75373 4.39315 -2.78296
C 2.03302 3.22170 -2.50848
C 0.86607 3.25780 -1.89540
H 0.71120 6.46022 -0.97666
H 2.83620 6.50224 -2.29207
H 3.52985 4.57239 -3.51227
H 2.36546 2.27180 -2.90037
H 0.44355 2.26469 -1.85534
F -3.80869 0.08244 -8.16121
C -3.30635 0.50686 -6.95434
C -3.77572 1.70976 -6.37931
C -3.55683 1.97522 -5.06678
C -2.64397 1.19194 -4.37922
C -2.05845 0.08830 -4.96543
C -2.45199 -0.27503 -6.26123
H -4.49161 2.23052 -6.99794
H -3.93261 2.86875 -4.59055
H -2.39858 1.38137 -3.34466
H -1.38032 -0.55990 -4.43030
H -2.08181 -1.14950 -6.77570
F 2.04265 -5.06546 -2.03528
C 0.76014 -4.85262 -2.18290
C 0.27835 -3.53546 -2.04168
C -1.16080 -3.38234 -2.14607
C -1.98919 -4.49728 -2.42189
C -1.46198 -5.79988 -2.40735
C -0.08928 -5.92103 -2.29665
H 0.90855 -2.72202 -1.71370
H -1.58019 -2.38877 -2.08845
H -3.05014 -4.29748 -2.39234
H -2.14674 -6.60219 -2.63930
H 0.37396 -6.88476 -2.44842
C -0.50008 0.81529 4.99988
C 0.39322 0.29184 5.95773
N 1.10844 -0.13570 6.75904
H -0.04538 1.67545 4.50849
H -1.44518 1.14425 5.43193
H -0.70873 0.06109 4.24110
C -0.40448 0.08625 1.22648
C -0.75056 0.22220 -0.18455
N -0.96132 0.30780 -1.29051
H -1.25066 -0.35269 1.75508
H -0.17332 1.06116 1.65568
H 0.47092 -0.53830 1.40452
C -1.36244 -4.31852 4.60138
C -2.00116 -3.19246 3.97881
N -2.56995 -2.30679 3.49436
H -0.33337 -4.42908 4.25948
H -2.00335 -5.18739 4.45175
H -1.38848 -4.01850 5.64896
*
```

***

Molecular formula: C42H40As2BaF2N2O3S3
Method: DFT, the ωB97M-V functional and the def2-TZVPD basis

Output
relative energy (zero: lowest compared OMol25 entry of this formula, charge and spin) = 0.360 eV
orbital gap = 7.693 eV

Geometry as ORCA input:
```
! wB97M-V def2-TZVPD RIJCOSX def2/J DEFGRID3
* xyz 0 1
Ba -0.83394 -2.32134 0.34397
C 1.73678 -4.73033 3.55626
O 0.73910 -3.84578 3.03365
C 0.75266 -2.54412 3.35223
O -0.21885 -1.86831 3.04776
N 1.82322 -2.05237 4.00501
N 1.95585 -0.67595 4.22933
H 1.44906 -5.72344 3.22782
H 1.74346 -4.68976 4.64579
H 2.71932 -4.50060 3.14792
H 2.68526 -2.56683 4.04942
H 1.16071 -0.35830 4.77285
H 1.92751 -0.19232 3.33624
C -2.24894 2.38739 -0.31244
C -2.33462 2.20226 1.19550
As -0.80493 1.11251 1.82158
C -0.84948 1.53672 3.72080
C 0.20184 2.15896 4.38655
C 0.15317 2.34474 5.76336
C -0.94816 1.91358 6.48748
C -2.00069 1.28763 5.83121
C -1.94641 1.09422 4.45936
C 0.59987 2.30107 1.19433
C 1.59366 1.75239 0.39685
C 2.52906 2.57342 -0.22813
C 2.48951 3.94181 -0.02686
C 1.51112 4.49767 0.79394
C 0.56448 3.68336 1.39044
As -2.33684 0.66539 -1.27519
C -1.89541 1.28214 -3.07053
C -1.73684 2.62425 -3.40430
C -1.39512 2.99187 -4.69970
C -1.21137 2.02051 -5.67337
C -1.36733 0.68074 -5.34651
C -1.70582 0.31243 -4.05270
C -4.28147 0.57711 -1.40044
C -4.94798 -0.49251 -0.81441
C -6.33688 -0.54562 -0.82805
C -7.06402 0.46536 -1.43547
C -6.40284 1.52920 -2.03790
C -5.01808 1.58192 -2.02351
H -1.30116 2.85948 -0.58029
H -3.05885 3.02789 -0.66655
H -3.24693 1.67512 1.48465
H -2.33386 3.16413 1.70898
H 1.06620 2.50584 3.83312
H 0.97934 2.83058 6.26740
H -0.98695 2.06247 7.55898
H -2.86243 0.94415 6.38962
H -2.76564 0.58515 3.96248
H 1.62916 0.68162 0.22943
H 3.26294 2.14076 -0.89809
H 3.21299 4.58193 -0.51621
H 1.48049 5.56838 0.95352
H -0.20801 4.12421 2.01069
H -1.86754 3.39939 -2.66135
H -1.27085 4.03921 -4.94491
H -0.94510 2.30583 -6.68329
H -1.21576 -0.08456 -6.09715
H -1.80880 -0.73699 -3.80300
H -4.37812 -1.31081 -0.39361
H -6.84858 -1.38658 -0.37702
H -8.14581 0.42119 -1.45105
H -6.96740 2.31394 -2.52587
H -4.50783 2.40786 -2.50733
F -1.74462 -4.28084 -1.21878
C -2.73897 -3.19015 -1.32882
F -2.20405 -2.48910 -2.44894
H -3.60736 -3.71069 -1.74657
O 1.34089 -2.08363 -0.56563
C 2.59149 -1.93660 -1.10644
C 2.60137 -0.74489 -2.07319
C 1.51045 -0.01105 -2.42234
C 1.78354 0.98627 -3.39952
C 3.08905 0.99267 -3.77650
S 3.98762 -0.21583 -2.95306
C 3.59674 -1.73317 0.03049
C 4.25308 -0.61830 0.45727
C 4.99086 -0.81918 1.66007
C 4.87695 -2.08885 2.13151
S 3.89391 -3.04843 1.10456
C 2.94696 -3.19310 -1.91313
C 2.05016 -4.04661 -2.48068
C 2.67102 -5.08021 -3.23484
C 4.02831 -4.98930 -3.22934
S 4.55888 -3.65600 -2.29514
H 0.53852 -0.18793 -1.98438
H 1.03718 1.65805 -3.79989
H 3.57333 1.63343 -4.49684
H 4.21977 0.31944 -0.07505
H 5.58086 -0.05137 2.14066
H 5.35939 -2.51947 2.99614
H 0.98179 -3.92846 -2.36545
H 2.12764 -5.85679 -3.75496
H 4.74407 -5.64114 -3.70459
*
```